1.
One molecule with the formula C6H11N in a non-equilibrium geometry, computed with ωB97M-V/def2-TZVPD.

Positions of all 18 atoms, in Å:
N1 0.58 -0.32 -0.87
C1 -2.13 -0.96 0.80
C2 -1.59 0.13 0.26
C3 -0.11 0.28 0.20
C4 2.08 1.15 1.06
C5 -0.17 -0.76 -2.05
C6 0.59 0.96 1.12
H1 -3.20 -1.06 0.89
H2 -0.92 -1.52 -1.82
H3 -0.65 0.09 -2.50
H4 2.38 1.43 0.05
H5 2.61 0.25 1.35
H6 -2.28 0.94 0.02
H7 0.52 -1.17 -2.78
H8 2.40 1.95 1.72
H9 -1.51 -1.77 1.14
H10 1.31 -0.97 -0.59
H11 0.09 1.36 1.99

The SMILES is C=C/C(=C/C)NC. For the gap between HOMO and LUMO, the calculation gives 0.3283 Eh. Its spin multiplicity is 1.

***

2.
C17H33N2O2P2Re as an isolated structure in a non-equilibrium geometry, computed with ωB97M-V/def2-TZVPD.

Positions of all 57 atoms, in Å:
Re1 -1.09 0.74 -0.78
P1 -0.40 -3.24 0.47
P2 -0.01 2.47 -1.43
O1 2.57 -0.21 0.57
O2 2.60 -4.03 2.18
N1 0.47 -0.33 -1.69
N2 -1.46 1.32 1.17
C1 -1.65 2.29 3.20
C2 0.84 3.52 -0.19
C3 1.45 1.80 -2.38
C4 -0.69 3.72 -2.57
C5 0.39 -1.67 -1.61
C6 -0.86 -2.19 -0.95
C7 1.49 0.30 -2.32
C8 -3.46 1.89 -0.02
C9 -2.67 1.94 1.21
C10 2.51 -0.47 -2.88
C11 2.49 -1.85 -2.77
C12 1.42 -2.46 -2.13
C13 -0.79 1.54 2.37
C14 -1.50 -4.63 0.60
C15 -0.37 -2.28 1.98
C16 0.56 1.04 2.65
C17 -2.83 2.54 2.47
H1 1.01 0.52 1.79
H2 3.14 -0.79 1.12
H3 -1.69 0.51 -2.29
H4 2.37 2.24 -1.97
H5 1.38 4.33 -0.71
H6 -1.56 -1.34 -0.61
H7 -1.36 -2.79 -1.58
H8 -2.24 -4.45 1.38
H9 -3.72 3.08 2.78
H10 3.08 0.76 0.66
H11 0.90 -3.72 0.28
H12 -0.90 -5.52 0.86
H13 -0.92 3.25 -3.53
H14 0.03 4.54 -2.71
H15 -1.61 4.11 -2.12
H16 1.35 -3.54 -2.00
H17 2.45 -4.70 2.79
H18 0.67 -2.21 2.33
H19 3.46 -4.23 1.78
H20 -0.77 -1.27 1.81
H21 -1.40 2.59 4.21
H22 -2.88 1.45 -0.91
H23 -2.00 -4.81 -0.37
H24 0.53 0.34 3.50
H25 1.22 1.88 2.93
H26 -0.98 -2.79 2.74
H27 0.08 3.95 0.47
H28 1.35 2.15 -3.42
H29 3.30 -2.45 -3.17
H30 1.54 2.92 0.40
H31 -4.35 1.27 0.13
H32 3.32 0.07 -3.39
H33 -3.78 2.90 -0.31

The expectation value of S² is 3.77. Its charge is +1. For the gap between HOMO and LUMO (alpha / beta), the calculation gives 0.1760 / 0.2243 Eh. Its spin multiplicity is 4.

***

3.
C6H5Cl2DyNO3Y as an isolated structure in a non-equilibrium geometry, computed with ωB97M-V/def2-TZVPD.

Positions of all 19 atoms, in Å:
Dy1 -1.41 1.30 -4.74
Y1 0.12 -0.15 -0.82
Cl1 -1.73 1.10 -2.25
Cl2 0.35 -0.30 -4.77
O1 1.12 2.56 0.78
O2 -2.22 3.84 -7.46
O3 -1.61 0.93 -8.43
N1 0.20 -0.97 1.38
C1 -1.73 1.24 -7.32
C2 1.43 -1.26 4.67
C3 0.19 -1.27 2.52
C4 0.73 1.58 0.30
C5 -2.02 2.99 -6.69
C6 0.25 -1.82 3.84
H1 1.40 -0.17 4.78
H2 1.44 -1.62 5.70
H3 -0.68 -1.67 4.43
H4 0.41 -2.91 3.73
H5 2.41 -1.52 4.24

The expectation value of S² is 9.35. Its charge is +4. For the gap between HOMO and LUMO, the calculation gives 0.2371 Eh. Its spin multiplicity is 6.